Entry 1:
ORCA calculation (the ωB97M-V functional and the def2-TZVPD basis) on a molecular structure, C27H21BF2N6O3Re.

Element x y z (Å)
Re -0.1722 -1.1670 0.5513
O -0.6477 0.6382 1.2145
C -1.7600 1.3467 1.1381
C -1.6934 2.6600 1.6447
C -2.7685 3.5136 1.5885
C -3.9711 3.0921 1.0158
C -4.0576 1.8122 0.5215
C -2.9785 0.9142 0.5680
C -3.1431 -0.4315 0.0372
N -2.2061 -1.3625 -0.0731
C -2.7997 -2.4831 -0.6226
C -4.1106 -2.2272 -0.8439
N -4.3181 -0.9355 -0.4248
H -0.7540 2.9629 2.0888
H -2.6807 4.5144 1.9921
H -4.8228 3.7559 0.9643
H -4.9963 1.5032 0.0771
H -2.2416 -3.3864 -0.7995
H -4.8990 -2.8364 -1.2462
H -5.1971 -0.4531 -0.4305
O 1.8677 -1.9762 -2.6031
N 2.0805 -0.6983 -2.7485
N 1.0218 -0.0742 -2.5211
O -0.0388 -0.8079 -2.1647
C 0.8735 1.3472 -2.6008
C -0.1678 1.9297 -1.9009
C -0.2835 3.3100 -1.9340
C 0.6249 4.0680 -2.6597
C 1.6535 3.4529 -3.3629
C 1.7897 2.0759 -3.3402
H -0.8599 1.3278 -1.3301
H -1.0830 3.7850 -1.3811
H 0.5305 5.1455 -2.6809
H 2.3557 4.0474 -3.9311
H 2.5901 1.5771 -3.8675
C 4.7213 1.1300 -0.8305
C 4.9356 -0.2112 -0.5353
C 3.9733 -0.9445 0.1414
C 2.7753 -0.3397 0.5121
C 2.5598 1.0044 0.2226
C 3.5346 1.7361 -0.4402
N 1.7518 -1.0760 1.1664
N 2.2107 -1.8013 2.1716
C 1.1865 -2.4920 2.7314
C 1.4076 -3.3171 3.8523
C 0.3575 -4.0109 4.3969
C -0.9321 -3.9005 3.8406
C -1.1536 -3.0962 2.7453
C -0.1059 -2.3584 2.1504
H 5.4804 1.7005 -1.3505
H 5.8614 -0.6881 -0.8318
H 4.1291 -1.9853 0.3908
H 1.6340 1.4616 0.5507
H 3.3677 2.7869 -0.6461
H 2.4073 -3.3872 4.2626
H 0.5164 -4.6469 5.2589
H -1.7529 -4.4529 4.2825
H -2.1556 -3.0245 2.3337
F 0.3366 -2.7936 -0.9354
B 0.4374 -2.2436 -2.2353
F -0.2212 -2.9902 -3.1399

Atoms 1-3, force components in eV/Å:
Re 0.04 -0.10 0.01
O -0.05 0.09 0.10
C 0.06 -0.05 -0.03

The HOMO-LUMO gap (spin up / spin down) comes out at 5.5 / 5.0 eV. For the energy relative to the best compared isomer or geometry (same formula, charge and spin), the calculation gives 0.326 eV. As for the multiplicity: 2. The value obtained for the total energy is -1898.66263 Ha.

Entry 2:
ORCA calculation (the ωB97M-V functional and the def2-TZVPD basis) on a single C5H8BrI molecule at a distorted geometry.

Element x y z (Å)
C -0.1845 -0.2395 1.0744
C -0.0242 0.1533 -0.1804
C -0.3836 1.5766 -0.4803
C 0.5633 -0.7531 -1.1904
C 0.1144 -2.6486 3.6289
Br 0.2860 -2.0463 1.6013
I -1.8367 -3.4866 3.9831
H -0.6296 0.5172 1.7271
H -0.5299 2.2218 0.4220
H 0.4066 2.0247 -1.1556
H -1.3581 1.5166 -1.1625
H 0.5365 -0.2314 -2.1565
H 1.5260 -1.0880 -1.0281
H -0.1862 -1.7508 -1.2125
H 0.7425 -3.4859 3.3277

Atoms 1-3, force components in eV/Å:
C -0.44 0.62 0.48
C 0.89 -0.31 1.39
C -1.12 0.36 -2.30

The HOMO-LUMO gap comes out at 8.1 eV. For the energy relative to the best compared isomer or geometry (same formula, charge and spin), the calculation gives 4.192 eV. As for the multiplicity: 1. The value obtained for the total energy is -3066.82122 Ha.

Entry 3:
ORCA calculation (the ωB97M-V functional and the def2-TZVPD basis) on a molecular structure, C42H108BMnO22 at a distorted geometry.

Element x y z (Å)
Mn -3.0466 -0.8417 0.6320
O -1.2226 -1.7014 1.0712
C -0.2151 -0.9393 0.5130
C -0.6804 0.3117 -0.3151
O -1.9729 0.7562 -0.1614
H 0.4572 -1.5644 -0.1079
H 0.4626 -0.5227 1.3105
H -0.6134 -0.0716 -1.3715
H 0.1028 1.0982 -0.3220
B -4.2509 -1.9914 -1.1054
H -4.7962 -1.4321 -0.2134
H -3.1093 -1.7089 -1.0526
H -4.3944 -3.1710 -0.8766
H -4.7511 -1.6198 -2.1373
C -0.1926 5.5062 3.1159
O -0.7702 4.2182 3.1669
C -1.0241 3.6358 1.8947
C -2.2665 4.1076 1.1878
O -2.3746 5.4780 0.8561
C -1.5087 5.8434 -0.1923
H -0.9593 6.2792 2.9849
H 0.4833 5.6047 2.2584
H 0.3275 5.6675 4.0582
H -1.0792 2.5591 2.0754
H -0.1082 3.7370 1.2889
H -3.0605 3.9193 1.9169
H -2.3831 3.4861 0.2894
H -1.6129 6.9054 -0.4027
H -1.6894 5.2535 -1.1001
H -0.4556 5.6893 0.0821
C 4.3618 1.2110 4.7360
O 3.7690 2.1516 3.8836
C 3.1900 1.5409 2.7411
C 2.2066 2.4667 2.0697
O 2.6880 3.6113 1.4044
C 3.3045 4.5703 2.2320
H 5.1737 0.6696 4.2383
H 3.6199 0.5284 5.1684
H 4.7879 1.7546 5.5833
H 2.6162 0.6494 3.0288
H 3.9866 1.2613 2.0437
H 1.3646 2.7136 2.7340
H 1.6891 1.9137 1.2740
H 4.2833 4.2371 2.5797
H 2.7053 4.7913 3.1269
H 3.3606 5.5118 1.6830
C -3.1642 1.6325 4.3805
O -2.3291 0.7158 5.0693
C -1.0772 0.6805 4.4055
C 0.0430 0.1293 5.2561
O -0.2244 -1.1187 5.8414
C -0.1350 -2.1784 4.9170
H -2.7952 2.6523 4.5627
H -4.1656 1.5807 4.8059
H -3.1190 1.4543 3.2996
H -0.8029 1.6865 4.0683
H -1.1814 0.0036 3.5440
H 0.3097 0.8386 6.0482
H 0.9564 0.0918 4.6391
H -0.8880 -2.0807 4.1251
H -0.3445 -3.1038 5.4554
H 0.8576 -2.2671 4.4598
C 3.7583 1.1375 -0.8182
O 4.6574 0.0946 -1.0747
C 4.7711 -0.8408 -0.0070
C 3.4578 -1.4008 0.5011
O 3.8108 -2.4284 1.4261
C 2.6640 -3.1580 1.7953
H 2.7345 0.7803 -0.6648
H 3.7205 1.7633 -1.7163
H 4.0909 1.8355 -0.0413
H 5.3160 -0.3302 0.7996
H 5.3780 -1.6694 -0.3672
H 2.8737 -1.8151 -0.3289
H 2.8598 -0.6829 1.0706
H 2.9090 -3.9121 2.5407
H 2.2077 -3.6891 0.9508
H 1.8892 -2.4904 2.1987
C 0.8577 2.8042 -2.9370
O 1.9173 3.7282 -2.9213
C 2.1482 4.2297 -1.6019
C 3.1827 5.3137 -1.6206
O 2.5625 6.5685 -1.4075
C 3.4989 7.6102 -1.3107
H 1.0216 1.9780 -2.2337
H 0.7445 2.4931 -3.9716
H -0.0841 3.2623 -2.5944
H 2.3696 3.3828 -0.9561
H 1.1941 4.6862 -1.2970
H 3.7198 5.3484 -2.5776
H 3.9358 5.1014 -0.8457
H 3.9303 7.8801 -2.2816
H 4.3134 7.3402 -0.6231
H 2.9962 8.4754 -0.8793
C 4.6308 -1.1709 -6.8101
O 3.3578 -0.9828 -7.3847
C 2.4038 -1.8954 -6.9271
C 2.1670 -1.9115 -5.4155
O 2.1447 -0.5972 -4.9322
C 2.1001 -0.5293 -3.5287
H 4.6228 -0.9025 -5.7492
H 5.3219 -0.5045 -7.3229
H 4.9824 -2.2044 -6.9298
H 2.6509 -2.9248 -7.2455
H 1.4612 -1.7135 -7.4530
H 3.0551 -2.4226 -5.0035
H 1.2712 -2.5009 -5.1907
H 2.5454 0.4040 -3.1943
H 2.6663 -1.3612 -3.0898
H 1.0810 -0.5792 -3.1250
C 2.7175 -8.7976 4.2691
O 1.6621 -8.1274 3.6366
C 1.2731 -6.9705 4.3257
C 0.1879 -6.2550 3.5641
O 0.7323 -5.7102 2.3930
C -0.2094 -4.9080 1.6884
H 3.5898 -8.1449 4.4118
H 3.0235 -9.6225 3.6290
H 2.4051 -9.1834 5.2488
H 2.1296 -6.2777 4.3885
H 0.9473 -7.1677 5.3580
H -0.2762 -5.5002 4.2146
H -0.5927 -6.9832 3.2896
H -1.1904 -5.3900 1.6761
H 0.1531 -4.8402 0.6629
H -0.2629 -3.8893 2.0818
C -3.0904 -4.8173 -4.4454
O -3.3523 -3.7197 -3.6106
C -2.4395 -2.6391 -3.7388
C -1.1904 -2.7711 -2.9234
O -0.3252 -3.7190 -3.5487
C 0.7829 -4.0716 -2.7640
H -2.3667 -5.5053 -3.9941
H -2.6233 -4.5081 -5.3912
H -4.0487 -5.2941 -4.6482
H -2.9592 -1.7325 -3.4373
H -2.2235 -2.5496 -4.8123
H -1.3640 -3.0026 -1.8684
H -0.6577 -1.8069 -2.9569
H 0.4713 -4.5476 -1.8232
H 1.4051 -3.2013 -2.5222
H 1.3379 -4.8156 -3.3353
C -4.9520 1.6840 0.9739
O -4.4937 0.4412 1.4556
C -5.4644 -0.2507 2.2657
C -4.8833 -1.5117 2.8985
O -4.0773 -2.2259 1.9865
C -3.7045 -3.5290 2.3632
H -5.9259 1.5989 0.4846
H -4.2538 2.1447 0.2807
H -4.9960 2.3597 1.8392
H -6.2321 -0.5554 1.5456
H -5.8333 0.4540 3.0111
H -5.7023 -2.1405 3.2713
H -4.2824 -1.2738 3.7927
H -4.6024 -4.1454 2.4909
H -3.1927 -3.4999 3.3351
H -3.0599 -3.9235 1.5905
C -4.5239 4.3522 -3.1091
O -3.8935 3.3260 -3.8232
C -3.1598 2.4731 -2.9824
C -2.7370 1.2475 -3.7340
O -2.1126 1.6138 -4.9473
C -1.6198 0.4874 -5.6195
H -5.1967 3.9404 -2.3441
H -5.1472 4.9011 -3.8160
H -3.7909 5.0341 -2.6609
H -3.6442 2.2552 -2.0245
H -2.2292 2.9895 -2.6775
H -3.6502 0.6586 -3.9232
H -2.0723 0.6079 -3.1395
H -1.1449 0.8306 -6.5391
H -2.4201 -0.2170 -5.8834
H -0.8609 -0.0497 -5.0318

Atoms 1-3, force components in eV/Å:
Mn 1.65 -0.04 -1.07
O -0.43 0.27 -0.02
C 0.36 0.73 1.14

The HOMO-LUMO gap (spin up / spin down) comes out at 6.9 / 7.2 eV. For the energy relative to the best compared isomer or geometry (same formula, charge and spin), the calculation gives 0.000 eV. As for the multiplicity: 6. The value obtained for the total energy is -4495.77669 Ha. The total charge is -1.

Entry 4:
ORCA calculation (the ωB97M-V functional and the def2-TZVPD basis) on 2 unconnected molecules or ions with the total composition O4S2 at a distorted geometry.

Element x y z (Å)
O 2.1953 1.8969 2.6525
O 0.9475 0.2204 1.2939
O -1.7102 -2.1629 -2.4705
O -1.1345 0.2593 -2.3794
S 1.4034 0.6751 2.6120
S -1.7015 -0.8887 -1.7084

Atoms 1-3, force components in eV/Å:
O -1.00 -1.57 0.12
O 0.61 0.57 2.15
O -0.08 2.67 1.85

The HOMO-LUMO gap comes out at 10.3 eV. For the energy relative to the best compared isomer or geometry (same formula, charge and spin), the calculation gives 0.189 eV. As for the multiplicity: 1. The value obtained for the total energy is -1097.31064 Ha.

Copy entry 4 word for word.
ORCA calculation (the ωB97M-V functional and the def2-TZVPD basis) on 2 unconnected molecules or ions with the total composition O4S2 at a distorted geometry.

Element x y z (Å)
O 2.1953 1.8969 2.6525
O 0.9475 0.2204 1.2939
O -1.7102 -2.1629 -2.4705
O -1.1345 0.2593 -2.3794
S 1.4034 0.6751 2.6120
S -1.7015 -0.8887 -1.7084

Atoms 1-3, force components in eV/Å:
O -1.00 -1.57 0.12
O 0.61 0.57 2.15
O -0.08 2.67 1.85

The HOMO-LUMO gap comes out at 10.3 eV. For the energy relative to the best compared isomer or geometry (same formula, charge and spin), the calculation gives 0.189 eV. As for the multiplicity: 1. The value obtained for the total energy is -1097.31064 Ha.

What is the formula in the first record? C27H21BF2N6O3Re

The lowest energy relative to the best compared isomer or geometry (same formula, charge and spin) belongs to which entry? C42H108BMnO22

What is the energy relative to the best compared isomer or geometry (same formula, charge and spin) in the second record? 4.192 eV